Density functional theory data (the ωB97M-V functional and the def2-TZVPD basis) for C59H46BF4GeHfN2PSSe as an isolated structure.

Results
- electronic energy (eV) = -219754.992
- total charge = -1
- ΔE to the lowest compared entry with this formula, charge and spin (kcal per mole) = 0.00
- frontier orbital gap (alpha / beta) (Ha) = 0.186 / 0.218
- 2S+1 = 2

```
117
Properties=species:S:1:pos:R:3:mulliken_charge:R:1
Ge -1.758 1.379 -0.340 1.793
H -1.217 1.342 3.537 0.139
C 1.325 0.599 -5.897 0.318
H 5.614 -2.114 3.145 0.397
C 0.243 -0.118 4.050 0.538
H -1.452 -2.692 2.601 0.429
H -1.703 0.146 -7.852 0.337
H -0.980 3.106 2.046 0.303
H -2.944 -2.260 -2.849 0.410
C -2.074 -2.619 -2.280 -0.581
C 1.951 -2.150 1.771 -0.296
Hf 1.341 0.938 -0.598 -0.620
C 2.855 2.569 2.125 -0.653
H -4.667 5.605 -0.071 0.403
P 1.283 0.353 2.619 2.519
C -1.032 -1.752 -1.919 0.752
C -3.537 -2.345 2.397 -1.462
C 2.358 0.053 -5.101 -0.944
N -1.384 -3.201 -7.725 -0.595
H 1.534 -5.267 -0.410 0.354
C -1.793 0.281 5.324 -0.492
H 4.161 -0.155 3.509 0.511
H -0.588 1.631 -5.799 0.365
C 0.248 1.290 -3.854 -0.167
C -6.868 -0.866 1.671 -0.701
H -4.930 1.408 0.029 0.227
C -5.869 -1.710 2.138 -0.845
C -3.953 4.992 0.462 -0.840
C -4.103 -0.317 1.029 1.364
H -3.832 0.917 -1.808 0.431
H 4.519 4.733 4.298 0.398
Se 0.011 2.934 -1.334 -0.877
H -7.921 -1.006 1.953 0.356
H 3.439 -3.480 -0.593 0.516
H 4.897 4.585 -0.478 0.393
B 4.941 0.226 -1.173 0.913
H -3.043 -1.966 -7.841 0.353
C 4.415 4.399 1.631 -1.114
C 3.918 3.895 3.972 -1.052
C 0.641 -1.102 5.012 -0.843
F 3.226 0.639 -1.289 -0.659
C 4.613 -2.141 2.718 -0.817
F 5.440 0.846 -2.288 -0.369
C 2.781 -3.386 1.599 0.514
C 2.465 2.010 4.488 -0.682
H 5.056 5.212 1.968 0.329
C -1.454 -0.756 6.179 -0.596
C -4.505 -1.471 1.858 1.015
C -2.836 1.366 -1.978 -1.672
S 1.295 0.440 -7.629 -0.189
C 1.408 -4.177 -0.431 -2.002
H 0.331 -4.311 -7.738 0.364
C 0.261 1.226 -5.239 -0.910
C -2.210 -2.081 2.150 -1.319
F 5.422 0.698 -0.010 -0.293
H -6.094 -2.591 2.722 0.394
H -1.001 -0.736 -2.288 -0.315
C -2.042 -3.939 -1.794 -0.700
C -3.421 5.408 1.682 -0.434
C 2.512 -3.330 0.001 0.055
H -2.363 0.732 -2.754 0.313
C 2.651 2.298 0.714 0.323
H -2.125 -1.027 6.986 0.374
H -4.081 3.352 -0.919 0.166
H -7.203 0.932 0.498 0.397
H -1.902 5.034 3.185 0.407
C -0.244 -1.439 6.023 -0.675
C -1.854 3.581 1.620 -0.110
C -1.945 -1.995 -7.798 -0.399
C 2.242 0.115 -3.723 -0.182
C 0.791 -2.198 -7.841 -0.214
C 0.190 -3.609 -0.895 1.006
H 3.227 -0.455 -5.478 0.500
C 4.209 -3.229 2.001 -1.344
H 1.960 1.391 5.229 0.430
H -2.713 0.865 5.453 0.412
H 3.300 3.007 -1.237 0.165
C -0.057 -3.300 -7.761 -0.388
C -2.692 -0.062 0.820 -0.463
C 2.093 -1.847 0.206 1.482
H -2.924 -4.575 -1.958 0.356
C 3.762 -1.023 3.003 -0.344
C -0.958 0.577 4.249 -0.194
C -3.557 3.778 -0.068 -0.583
H 1.638 -1.517 4.951 0.421
H -3.837 6.309 2.145 0.335
C -1.180 -0.826 -7.825 -0.099
H -0.593 1.769 -3.341 0.209
N 1.245 0.808 -3.084 0.025
H 4.955 -3.979 1.787 0.382
H 1.852 -2.368 -7.907 0.400
H 2.380 -4.347 1.937 0.569
C 3.724 3.609 2.591 1.786
H 3.466 3.252 5.952 0.396
H 0.898 -2.400 1.984 -0.625
C 4.318 4.065 0.295 -0.969
C 2.232 1.782 3.148 0.654
C 0.980 -1.284 -0.554 1.576
C 0.221 -0.920 -7.793 0.399
C 3.304 3.068 4.892 -0.823
H -0.749 -0.799 1.294 -0.776
C 2.467 -1.006 2.564 -0.194
C -2.365 4.686 2.262 -0.848
H 3.015 -1.280 0.049 -1.398
H 3.035 -0.384 -3.139 0.100
C -5.147 0.483 0.533 -0.281
C 3.389 3.105 -0.144 0.073
H -0.883 -5.460 -0.790 0.377
H 0.015 -2.231 6.716 0.397
H -2.978 2.373 -2.421 0.467
C -2.477 3.063 0.481 0.610
F 4.925 -1.141 -1.239 -0.312
C 0.068 -2.143 -1.097 0.936
C -6.469 0.219 0.867 -0.872
C -0.918 -4.441 -1.174 -0.980
H -3.829 -3.211 3.003 0.309
C -1.800 -0.940 1.421 1.170
```